(1)
A cluster of 2 separate species, C7H6F6Se in total at a distorted geometry. Source: the OMol25 dataset; level of theory: ωB97M-V with the def2-TZVPD basis set.

XYZ file:
```
20
Properties=species:S:1:pos:R:3:forces:R:3:nbo_charge:R:1
C -0.2918 0.5049 -0.6863 -0.7 0.0 0.5 -0.255
C -1.3036 0.0827 0.1607 0.2 1.3 -2.5 0.047
C -1.1199 0.2987 1.5934 0.7 -2.7 1.9 -0.615
C 0.8788 0.8735 0.0242 0.6 0.2 -1.1 -0.318
C -2.5673 -0.3731 -0.4658 -0.7 -1.3 1.3 -0.641
C 1.6173 -1.7059 0.0616 -0.1 -1.0 -0.8 0.933
C 2.0271 1.4712 -0.7706 0.3 0.7 1.1 0.930
F 1.7992 -1.8553 1.3472 0.4 0.2 0.8 -0.328
F 0.4400 -2.3509 -0.2121 1.0 0.6 -0.4 -0.357
F 2.6596 -2.3098 -0.5882 -1.3 0.7 0.4 -0.341
F 1.9752 2.7320 -1.2653 -1.5 0.3 0.2 -0.332
F 3.1461 1.5366 -0.0517 0.7 -0.8 0.9 -0.325
F 2.2131 0.7203 -1.8182 0.5 -1.2 -1.5 -0.307
Se 0.6721 0.9823 1.8870 0.3 0.3 -0.5 0.474
H -0.3779 0.5630 -1.8312 0.2 -0.4 2.1 0.254
H -1.7306 0.8972 2.2336 -1.1 0.9 -0.5 0.255
H -1.2496 -0.7022 2.1510 0.6 1.0 -0.8 0.248
H -2.7266 -1.5052 -0.5020 0.5 1.5 -0.3 0.234
H -2.6771 0.1369 -1.3920 0.0 -0.2 -1.1 0.228
H -3.3839 0.0029 0.1244 -0.6 0.0 0.4 0.215
```
Forces are in eV/Å.

Net charge ... 0
Electronic energy ... -89003.97955 eV
ΔE to the lowest compared entry with this formula, charge and spin ... 2.078 eV
HOMO (spin up / spin down) ... -9.326 / -7.560 eV
Spin multiplicity ... 1

(2)
A cluster of 2 separate species, C7H6FNOS in total at a distorted geometry. Source: the OMol25 dataset; level of theory: ωB97M-V with the def2-TZVPD basis set.

XYZ file:
```
17
Properties=species:S:1:pos:R:3:forces:R:3:nbo_charge:R:1
C -4.2241 -1.2221 0.5014 -0.3 -2.4 1.1 -0.130
C -3.6869 -0.2001 0.1924 -0.4 0.6 -0.4 -0.179
C 1.2556 -1.1028 -0.7624 -1.5 -2.1 -2.3 -0.389
C 1.5736 -0.0504 -0.0800 1.4 3.0 2.8 0.071
C -0.6028 0.2962 -0.1401 1.1 0.8 0.4 0.093
C 2.9180 0.3719 0.4947 1.9 -2.4 0.4 -0.077
C -3.3195 1.0505 -0.1453 1.1 0.1 -0.4 0.264
N 0.4982 0.7511 0.3380 -1.5 -0.4 -0.7 -0.498
O 3.9875 0.5114 -0.4818 -0.6 0.1 0.3 -0.720
F -3.5026 1.5004 -1.3637 -0.2 0.2 -0.9 -0.297
S -0.4703 -1.0781 -1.1481 0.6 -0.4 0.4 0.365
H -4.3721 -2.2063 0.9046 -0.2 0.3 -0.4 0.238
H 1.9264 -1.8408 -1.1319 0.2 -0.5 -0.3 0.244
H 2.7738 1.2869 1.0218 -0.2 0.7 0.4 0.192
H 3.3890 -0.4253 1.2276 -1.6 1.3 -0.9 0.166
H -2.9358 1.7520 0.5191 0.5 1.1 1.0 0.188
H 4.7921 0.6056 0.0537 -0.3 0.0 -0.4 0.466
```
Forces are in eV/Å.

Net charge ... 0
Electronic energy ... -24439.67873 eV
ΔE to the lowest compared entry with this formula, charge and spin ... 4.516 eV
HOMO (spin up / spin down) ... -8.234 / -9.393 eV
Spin multiplicity ... 1

(3)
A structure of composition C7H6MgO5 at a distorted geometry. Source: the OMol25 dataset; level of theory: ωB97M-V with the def2-TZVPD basis set.

XYZ file:
```
19
Properties=species:S:1:pos:R:3:forces:R:3:nbo_charge:R:1
Mg 0.0005 0.0817 -1.7273 0.1 5.3 1.7 1.630
O 0.0302 3.7274 -3.7369 0.0 -1.6 0.9 -0.351
C 0.0187 2.7366 -3.1976 0.0 1.1 -0.6 0.420
C 1.6115 -0.8305 -1.3026 2.6 -0.9 0.2 0.333
O 2.5536 -1.3271 -1.0294 1.6 -1.0 0.6 -0.271
C -1.6305 -0.8014 -1.3168 -2.6 -0.9 0.2 0.336
O -2.5824 -1.2802 -1.0507 -1.7 -1.0 0.6 -0.265
C -0.0006 -0.8878 -3.3941 0.0 -0.9 -3.4 0.314
O -0.0008 -1.4236 -4.3590 0.0 -0.7 -0.8 -0.245
C -1.0910 0.7001 2.2687 0.3 -0.1 0.2 -0.746
C -0.0010 0.0015 1.5170 -0.1 0.2 1.3 0.750
C 1.0872 -0.6980 2.2809 -0.2 0.1 -0.1 -0.749
O -0.0002 0.0044 0.2762 0.1 0.4 -0.2 -0.813
H -0.9431 0.6054 3.3413 0.0 0.0 0.0 0.268
H -2.0643 0.2745 2.0164 0.0 0.0 -0.1 0.276
H -1.1090 1.7630 2.0165 0.0 0.0 -0.2 0.283
H 1.1066 -1.7615 2.0194 0.0 0.1 -0.1 0.277
H 2.0623 -0.2732 2.0196 -0.1 0.0 -0.1 0.278
H 0.9523 -0.6114 3.3583 0.0 0.0 -0.2 0.273
```
Forces are in eV/Å.

Net charge ... +2
Electronic energy ... -23019.92011 eV
HOMO ... -18.929 eV
Spin multiplicity ... 1

(4)
The molecule C7H6N2S at a distorted geometry. Source: the OMol25 dataset; level of theory: ωB97M-V with the def2-TZVPD basis set.

XYZ file:
```
16
Properties=species:S:1:pos:R:3:forces:R:3:nbo_charge:R:1
C 2.8676 0.0246 -0.8792 -1.1 -0.9 0.0 -0.245
C 2.6508 1.3619 -1.0971 -2.1 -1.6 0.2 -0.375
C 0.5447 0.0894 -0.4317 1.8 -1.5 0.1 -0.214
C 1.6446 -0.7675 -0.5033 0.7 2.8 0.2 -0.227
C -0.6948 -0.2474 0.2492 -3.2 -0.2 -0.6 0.082
C -1.8143 0.6403 0.3243 0.6 2.8 -0.4 -0.320
C -2.7988 0.0257 0.9991 -1.0 -2.2 0.3 -0.055
H 3.8246 -0.4882 -1.0408 -0.3 0.5 0.3 0.225
H 3.3077 2.1476 -1.3874 0.4 0.2 -0.2 0.235
H 1.6376 -1.7770 -0.0659 0.0 0.6 -0.5 0.242
H -1.8904 1.6935 -0.0610 0.3 -1.3 0.6 0.232
H -3.8176 0.2599 1.2889 0.3 0.4 -0.1 0.220
H -2.8613 -1.9635 1.7000 -0.1 -1.0 0.4 0.407
N -2.3793 -1.2774 1.1873 1.7 2.7 -1.4 -0.337
N -1.1176 -1.4392 0.7028 0.8 -0.3 0.7 -0.248
S 0.8966 1.7175 -0.9853 1.2 -0.9 0.7 0.379
```
Forces are in eV/Å.

Net charge ... 0
Electronic energy ... -21170.39509 eV
SMILES ... c1csc(-c2cc[nH]n2)c1
ΔE to the lowest compared entry with this formula, charge and spin ... 0.000 eV
HOMO ... -8.255 eV
Spin multiplicity ... 1

(5)
The molecule C7H6N2S at a distorted geometry. Source: the OMol25 dataset; level of theory: ωB97M-V with the def2-TZVPD basis set.

XYZ file:
```
16
Properties=species:S:1:pos:R:3:forces:R:3:nbo_charge:R:1
C -2.0788 -0.8003 -0.2848 -0.4 1.7 0.8 -0.191
C -2.1013 0.5000 0.1493 -1.5 1.5 0.2 -0.242
C -0.8034 -1.4547 -0.2901 -0.8 -1.2 -2.5 -0.186
C -0.9234 1.3059 0.2979 1.9 -0.8 -0.2 -0.184
C 0.1947 -0.5937 0.4539 -0.3 -2.0 -0.7 0.239
C 0.3826 0.8052 0.3125 -2.0 -1.8 0.3 0.055
C 2.7408 0.8225 0.2349 -0.3 -0.4 -0.2 -0.013
N -0.0997 -1.6858 0.9979 0.6 0.5 0.6 -0.284
N 1.6137 1.3425 0.3868 -0.5 2.1 0.5 -0.428
S 3.2591 -0.7265 -0.4068 -1.7 -0.9 -1.2 0.009
H -3.0265 -1.0856 -0.7026 0.0 -1.0 -0.3 0.221
H -3.1066 1.0907 0.2488 2.0 -1.3 -0.4 0.224
H -0.6389 -2.1171 -1.2266 0.4 0.9 1.9 0.193
H -0.9761 2.3452 0.3047 -0.5 1.7 0.2 0.224
H 3.5357 1.4399 0.5907 1.0 0.1 -0.1 0.203
H 2.0280 -1.1885 -1.0667 2.0 1.0 1.2 0.161
```
Forces are in eV/Å.

Net charge ... 0
Electronic energy ... -21166.98620 eV
SMILES ... S/C=N\C1=CC=C[C@@H]2N=C12
ΔE to the lowest compared entry with this formula, charge and spin ... 3.409 eV
HOMO ... -8.401 eV
Spin multiplicity ... 1

(6)
The ion C7H6N3 with charge +1 at a distorted geometry. Source: the OMol25 dataset; level of theory: ωB97M-V with the def2-TZVPD basis set.

XYZ file:
```
16
Properties=species:S:1:pos:R:3:forces:R:3:nbo_charge:R:1
C -2.1023 -0.2200 0.5798 -0.1 3.2 0.0 -0.229
C -1.2508 -0.9716 -0.2837 1.3 -1.9 -0.8 0.049
C -2.1903 1.1668 0.7274 0.5 -3.6 -0.2 -0.176
C 0.1373 -0.8519 -0.4088 -4.7 0.0 0.2 -0.365
C -1.5373 2.1059 -0.0927 -0.1 -0.2 -0.2 0.193
C 0.7540 0.1063 0.2862 3.2 2.8 1.0 0.459
C 3.3617 0.3660 0.0608 -4.3 -0.6 -0.5 -0.041
N -1.0916 2.7544 -0.9272 0.4 0.4 -0.1 -0.191
N 1.1376 1.0354 1.1045 -2.0 0.8 2.1 -0.108
N 2.0988 0.5044 0.3406 3.3 -1.6 -2.1 -0.102
H -2.8908 -0.7383 1.0967 0.0 -0.5 0.1 0.265
H -1.7568 -1.8459 -0.7696 0.6 0.8 0.3 0.260
H -2.8907 1.4188 1.4734 -0.7 1.0 0.5 0.267
H 0.8556 -1.3530 -0.9541 0.4 -1.8 -1.6 0.270
H 4.0864 0.6709 0.6940 2.0 1.8 1.9 0.225
H 3.6154 -0.2107 -0.7889 0.0 -0.7 -0.6 0.223
```
Forces are in eV/Å.

Net charge ... +1
Electronic energy ... -11813.09231 eV
SMILES ... C=[N+]1N=C1/C=C\C=C/C#N
ΔE to the lowest compared entry with this formula, charge and spin ... 4.311 eV
HOMO (spin up / spin down) ... -14.162 / -14.162 eV
Spin multiplicity ... 1

(7)
The molecule C7H6N4 at a distorted geometry. Source: the OMol25 dataset; level of theory: ωB97M-V with the def2-TZVPD basis set.

XYZ file:
```
17
Properties=species:S:1:pos:R:3:forces:R:3:nbo_charge:R:1
C 2.6915 -1.5646 -0.3252 -0.9 -4.1 1.0 -0.055
C 1.2289 -1.8287 -0.3345 5.2 4.7 -0.8 -0.110
C -0.4079 0.0906 -0.0529 -1.5 -0.2 -0.3 0.105
C -1.3922 -0.6576 0.6062 -0.7 5.4 -1.6 -0.186
C -2.6199 0.0412 0.9237 3.0 -7.2 -0.9 -0.245
C -2.7935 1.2802 0.6128 -1.7 5.1 2.4 0.027
C -0.6104 1.4634 -0.3836 -1.4 -0.3 2.8 0.024
H 3.4682 -2.3571 -0.2171 -0.9 0.6 -0.1 0.208
H 0.6934 -2.5862 0.0707 -1.6 -2.3 0.6 0.220
H -1.3793 -1.6564 0.5148 0.2 -3.6 0.6 0.205
H -3.3777 -0.6845 1.1046 -1.0 0.2 1.0 0.217
H -3.8538 1.6295 1.3468 3.1 0.3 -3.2 0.202
H 0.3651 1.9738 -0.7144 -2.3 0.0 0.2 0.265
N 0.8006 -0.5383 -0.4634 2.4 0.4 0.8 -0.156
N 1.8350 0.3420 -0.5147 2.0 -0.3 0.7 -0.107
N 3.0787 -0.3130 -0.3258 -5.4 1.2 -1.8 -0.219
N -1.7850 2.0426 0.1061 1.4 -0.1 -1.4 -0.396
```
Forces are in eV/Å.

Net charge ... 0
Electronic energy ... -13311.61555 eV
SMILES ... c1cncc(-n2ccnn2)c1
ΔE to the lowest compared entry with this formula, charge and spin ... 4.478 eV
HOMO ... -9.539 eV
Spin multiplicity ... 1

(8)
The ion C7H6NO4S with charge -1 at a distorted geometry. Source: the OMol25 dataset; level of theory: ωB97M-V with the def2-TZVPD basis set.

XYZ file:
```
19
Properties=species:S:1:pos:R:3:forces:R:3:nbo_charge:R:1
C 0.2879 0.6499 -2.0117 0.3 1.0 -0.2 0.060
C 1.3075 0.8256 1.4313 0.6 -0.7 1.2 0.709
C -0.1369 0.0710 -3.0854 -0.9 -0.6 0.3 -0.467
C -2.0630 0.3513 0.8906 1.1 -2.1 0.9 0.807
C 1.1628 -0.6184 1.9451 -1.7 0.3 0.8 -0.533
C 0.5046 1.2368 -0.8688 -0.1 -0.5 -0.2 -0.103
C 0.5442 -0.9079 0.5650 1.6 -2.9 -1.9 -0.234
N 0.8311 0.4812 0.2330 -0.3 -0.9 -0.6 -0.447
O -1.9395 0.6256 2.0320 0.3 0.8 2.5 -0.686
O 1.6889 1.8725 1.8740 0.3 0.8 0.3 -0.618
O -2.4605 0.6560 -0.1540 -1.6 1.5 -3.3 -0.633
O -1.6422 -1.8798 -0.8466 -0.2 -0.7 -2.6 -1.031
S -1.1969 -1.5868 0.5119 0.8 0.9 3.1 0.831
H -1.1458 -0.3492 -2.9532 0.3 0.1 -0.5 0.256
H 0.4301 -0.1074 -3.9858 0.1 -0.1 0.0 0.201
H 1.9531 -1.1534 2.4421 0.8 -0.2 -0.6 0.223
H 0.3526 -0.6932 2.6619 -0.3 0.4 0.4 0.243
H 0.3874 2.2591 -0.6033 -0.2 0.9 -0.4 0.233
H 1.1345 -1.7331 -0.0781 -1.0 2.0 1.1 0.190
```
Forces are in eV/Å.

Net charge ... -1
Electronic energy ... -27870.35613 eV
ΔE to the lowest compared entry with this formula, charge and spin ... 0.714 eV
HOMO ... -3.514 eV
Spin multiplicity ... 1

(9)
A structure of composition C7H6NO6Os at a distorted geometry. Source: the OMol25 dataset; level of theory: ωB97M-V with the def2-TZVPD basis set.

XYZ file:
```
21
Properties=species:S:1:pos:R:3:forces:R:3:lowdin_spin:R:1
O 2.0518 -3.7335 -0.2825 -2.4 2.8 0.0 0.454
C 1.1450 -2.9723 -0.2250 0.6 -2.4 -0.6 0.098
Os 0.2007 1.7846 0.1311 -0.1 -0.4 -0.1 1.234
C -1.4252 0.8597 0.4029 -6.5 -2.6 1.5 0.229
O -2.4392 0.3090 0.5938 4.0 1.9 -0.9 0.157
C -0.1140 3.6864 -0.0086 -0.8 6.9 -0.4 0.205
O -0.2774 4.8334 -0.1362 0.7 -5.3 0.6 0.173
C 0.6560 1.4823 -1.6647 2.2 -0.3 -7.9 0.171
O 0.9365 1.3694 -2.7968 -1.3 0.3 5.2 0.128
C 1.5305 0.9898 1.2413 5.0 -1.8 4.5 0.285
O 2.3424 0.5024 1.9284 -3.1 1.5 -2.7 0.227
H 0.8434 -1.2228 -0.1168 0.5 -1.5 -0.4 0.303
C -2.4371 -3.4864 0.8846 -0.1 -0.8 -0.4 0.025
C -0.9902 -3.1872 0.8135 0.1 0.3 1.7 0.024
N -0.3636 -2.5646 1.8002 0.0 0.6 -1.1 0.021
O -0.3127 -3.6181 -0.2297 1.7 1.5 0.1 0.250
H -2.6850 -3.9478 1.8565 0.2 0.1 -0.3 0.001
H -2.7069 -4.1714 0.0675 -0.1 0.2 0.3 0.001
H -3.0102 -2.5534 0.7994 0.1 0.0 -0.1 0.005
H 0.5792 -2.1490 1.6836 -0.8 -0.9 0.7 0.011
H -0.8974 -2.2451 2.6023 -0.1 -0.1 0.2 0.000
```
Forces are in eV/Å.

Net charge ... +3
Electronic energy ... -23557.03049 eV
ΔE to the lowest compared entry with this formula, charge and spin ... 2.753 eV
HOMO (spin up / spin down) ... -20.807 / -23.044 eV
Spin multiplicity ... 5

(10)
The molecule C7H6O at a distorted geometry. Source: the OMol25 dataset; level of theory: ωB97M-V with the def2-TZVPD basis set.

XYZ file:
```
14
Properties=species:S:1:pos:R:3:forces:R:3:nbo_charge:R:1
C -0.8610 -1.5434 -0.2502 -1.2 0.4 -0.8 -0.102
C 0.9980 -0.9262 0.9028 -2.2 0.9 -2.7 0.272
C 0.6041 0.2520 0.3541 -0.8 -7.1 1.4 -0.179
C 0.8555 1.5345 0.3326 0.3 8.0 -1.0 -0.263
C -0.1446 2.1358 -0.4793 2.7 1.2 3.1 -0.238
C -0.9592 1.0216 -0.9472 -6.1 4.9 -4.0 -0.239
C -0.6540 -0.0883 -0.4108 4.1 -2.9 1.8 -0.083
H -1.0362 -2.1897 -1.1013 0.5 0.3 -0.7 0.214
H -1.8332 -1.6753 0.2702 0.9 -0.3 0.9 0.210
H 1.6587 -1.2316 1.6044 2.4 -0.5 1.9 0.195
H 1.5903 2.2659 0.7968 -0.8 -1.8 -0.3 0.228
H -0.1105 3.2948 -0.2003 -1.1 -2.5 -2.0 0.241
H -1.9436 1.1106 -1.5921 2.2 0.2 1.2 0.205
O 0.3302 -1.9864 0.4012 -0.9 -0.8 1.2 -0.460
```
Forces are in eV/Å.

Net charge ... 0
Electronic energy ... -9399.60960 eV
SMILES ... C1=CC2=COCC2=C1
ΔE to the lowest compared entry with this formula, charge and spin ... 2.610 eV
HOMO ... -8.046 eV
Spin multiplicity ... 1